[1]
55
Properties=species:S:1:pos:R:3:mulliken_charge:R:1 method="wB97M-V/def2-TZVPD" e_tot_ev=-33401.919 smiles="CCOc1ccc(NC(=O)NCCc2ccc(OCC)c(OCC)c2)cc1" homo_energy_ev=-7.650 orbital_gap_ha=0.299 fmax_ev_per_a=0.70 relative_energy_ev=2.326
C -6.1079 -0.7795 -0.4676 -1.422
C -4.8083 -0.8886 0.3150 -0.238
O -3.8103 -1.3367 -0.5760 -0.396
C -2.5303 -1.4675 -0.1233 0.062
C -1.5847 -1.8580 -1.0730 -0.017
C -0.2583 -2.0066 -0.7391 -0.634
C 0.1636 -1.7668 0.5673 0.160
N 1.5037 -1.8557 0.9596 -0.050
C 2.5973 -2.0736 0.1535 0.554
O 2.5454 -2.5204 -0.9691 -0.621
N 3.7963 -1.7987 0.7810 -0.264
C 4.9181 -1.4393 -0.0604 -0.833
C 4.9489 0.0778 -0.3442 -1.339
C 3.5814 0.5335 -0.7723 0.108
C 3.1295 0.3399 -2.0670 -0.546
C 1.8240 0.6406 -2.3925 -0.543
C 0.9202 1.1336 -1.4540 0.178
O -0.3270 1.3563 -1.9450 -0.417
C -1.3993 1.7656 -1.1151 0.327
C -2.6619 1.7337 -1.9634 -1.544
C 1.3784 1.3584 -0.1436 0.854
O 0.4959 1.8677 0.7808 -0.306
C 0.8936 1.9918 2.1256 -0.241
C -0.3244 2.4415 2.9184 -1.425
C 2.6975 1.0531 0.1653 -0.110
C -0.7774 -1.3880 1.5167 -0.572
C -2.1132 -1.2378 1.1819 -0.522
H -5.9870 -0.0775 -1.2882 0.301
H -6.9067 -0.4363 0.1837 0.430
H -6.3733 -1.7493 -0.8793 0.314
H -4.9247 -1.6002 1.1453 0.356
H -4.5327 0.0920 0.7299 0.317
H -1.9170 -2.0354 -2.0832 0.442
H 0.4632 -2.2972 -1.4828 0.480
H 1.6790 -1.5747 1.9138 0.248
H 3.7510 -1.2849 1.6496 0.266
H 5.8454 -1.7586 0.4221 0.382
H 4.7850 -1.9897 -0.9930 0.404
H 5.2567 0.6097 0.5598 0.312
H 5.6843 0.2719 -1.1253 0.402
H 3.7905 -0.0656 -2.8166 0.395
H 1.4532 0.4803 -3.3920 0.449
H -1.5024 1.0868 -0.2631 -0.050
H -1.2171 2.7800 -0.7393 0.348
H -2.8725 0.7149 -2.2760 0.262
H -3.5018 2.1104 -1.3857 0.412
H -2.5312 2.3515 -2.8477 0.393
H 1.2540 1.0260 2.5097 0.240
H 1.7026 2.7309 2.2220 0.398
H -0.0661 2.5508 3.9680 0.442
H -1.1196 1.7078 2.8167 0.226
H -0.6822 3.3937 2.5373 0.330
H 3.0585 1.2272 1.1688 0.530
H -0.4687 -1.2019 2.5372 0.363
H -2.8115 -0.9390 1.9486 0.402

[2]
147
Properties=species:S:1:pos:R:3:mulliken_charge:R:1 method="wB97M-V/def2-TZVPD" e_tot_ev=-148103.573 smiles="C[C@H]1COC(=O)O1.C[C@H]1COC(=O)O1.C[C@H]1COC(=O)O1.C[C@H]1COC(=O)O1.O=S1(=O)CCCC1.O=S1(=O)CCCC1.O=S1(=O)CCCC1.O=S1(=O)CCCC1.O=S1(=O)CCCC1.CC(C)=O.CC(C)=O" homo_energy_ev=-9.606 orbital_gap_ha=0.354 fmax_ev_per_a=1.87 relative_energy_ev=0.000
C -0.2366 5.1609 -3.7201 -1.417
C -0.3170 4.6966 -2.2917 0.765
C 0.0231 3.2231 -2.0860 0.790
O 0.8780 3.1956 -0.9579 0.070
C 1.2886 4.4471 -0.6690 0.304
O 1.9866 4.7483 0.2483 -0.575
O 0.7513 5.3294 -1.5299 -0.416
H -0.9617 4.5889 -4.3084 0.300
H 0.7507 4.9741 -4.1420 0.321
H -0.4736 6.2193 -3.8070 0.420
H -1.2614 4.9822 -1.8303 0.248
H 0.3979 2.7635 -3.0044 -0.776
H -0.8858 2.6656 -1.8460 -0.185
C 4.0932 1.7375 -7.4108 -1.528
C 3.7404 1.7291 -5.9443 0.468
C 2.2485 1.4708 -5.6592 -0.370
O 2.2526 0.3838 -4.7395 0.017
C 3.5070 -0.0930 -4.5718 0.415
O 3.7571 -1.0303 -3.8854 -0.507
O 4.3885 0.6106 -5.3005 -0.369
H 5.1323 2.0168 -7.5650 0.388
H 3.4733 2.4900 -7.9076 0.383
H 3.8700 0.7752 -7.8697 0.363
H 4.0791 2.6609 -5.4899 0.276
H 1.7053 1.2265 -6.5737 0.312
H 1.7392 2.3001 -5.1704 0.162
C -6.3123 -2.4889 -1.6963 -1.402
C -5.9292 -1.4286 -2.6834 0.930
C -4.4322 -1.3110 -2.9459 0.237
O -4.3292 -1.2135 -4.3638 -0.244
C -5.5185 -1.5493 -4.9336 0.395
O -5.6890 -1.6099 -6.1101 -0.591
O -6.4565 -1.7786 -4.0046 -0.406
H -5.7449 -2.3403 -0.7750 0.192
H -6.0181 -3.4650 -2.0911 0.408
H -7.3715 -2.5171 -1.4536 0.325
H -6.3253 -0.4391 -2.4591 0.312
H -3.8897 -2.1379 -2.4878 0.159
H -4.0458 -0.3934 -2.5156 -0.359
C 3.6866 -3.3761 5.9756 -1.363
C 4.1351 -2.4603 4.8692 0.359
C 3.9178 -3.0075 3.4318 -0.046
O 3.2669 -1.9449 2.7267 0.038
C 2.9588 -0.9594 3.5873 0.391
O 2.4302 0.0666 3.3021 -0.521
O 3.3037 -1.2825 4.8507 -0.380
H 4.5131 -4.0003 6.3094 0.397
H 2.7751 -3.9278 5.7551 0.289
H 3.4127 -2.7407 6.8244 0.349
H 5.1651 -2.1251 4.9868 0.343
H 3.2658 -3.8758 3.4586 -0.136
H 4.8889 -3.2325 3.0027 0.223
O -1.2204 2.9910 1.4865 -0.190
S -0.7878 3.3304 2.8261 0.977
O -1.6091 2.9782 3.9639 -0.847
C 0.8406 2.6660 3.1735 1.144
C 1.6979 3.8164 3.7107 -0.785
C 0.7719 5.0006 4.0104 -0.933
C -0.3093 5.0429 2.9425 -0.492
H 1.2143 2.3754 2.1876 -0.286
H 0.7160 1.7381 3.7180 -0.617
H 2.1822 3.5044 4.6363 0.366
H 2.4754 4.0968 3.0050 0.365
H 1.2854 5.9620 4.0777 0.463
H 0.3342 4.9084 5.0101 0.328
H 0.2114 5.2489 2.0025 0.032
H -1.1534 5.7010 3.1138 0.523
O -1.6406 -2.0829 -1.4689 -0.893
S -1.1374 -0.7289 -1.4619 1.835
O -1.9433 0.3263 -2.0299 -0.281
C -0.6450 -0.3741 0.2366 0.619
C 0.8695 -0.5645 0.2846 0.966
C 1.3570 -1.2343 -1.0146 -0.544
C 0.5003 -0.6791 -2.1486 -0.551
H -1.2717 -1.0096 0.8550 -0.002
H -0.9491 0.6659 0.3793 -1.114
H 1.3723 0.3842 0.4685 0.138
H 1.1695 -1.2183 1.1032 -1.132
H 1.1710 -2.3106 -0.9955 0.377
H 2.4117 -1.0616 -1.2056 0.112
H 0.5082 -1.2332 -3.0840 0.902
H 0.7347 0.3689 -2.3463 -0.436
O -1.1118 -0.9478 7.6862 -0.740
S -0.9365 -1.4717 6.3589 1.219
O -0.0336 -2.5797 6.1493 -0.605
C -2.5319 -1.8976 5.6185 -0.945
C -2.6944 -0.9897 4.4046 -0.756
C -1.2784 -0.5453 3.9667 1.453
C -0.5373 -0.1613 5.2126 -0.941
H -3.2996 -1.7947 6.3791 0.412
H -2.4322 -2.9488 5.3473 0.369
H -3.1760 -1.4397 3.5373 0.446
H -3.2673 -0.1101 4.7122 0.266
H -1.3614 0.2180 3.1951 -0.597
H -0.8169 -1.4347 3.5195 -0.366
H -0.9156 0.7693 5.6442 0.352
H 0.5477 -0.0709 5.1574 0.462
O 8.1341 -3.7672 -0.5930 -0.671
S 6.7608 -3.7015 -1.0167 1.166
O 6.1370 -4.8464 -1.6271 -0.688
C 5.7732 -3.0884 0.3525 -1.026
C 4.9183 -1.9767 -0.1982 0.291
C 5.7581 -1.2059 -1.2186 -0.787
C 6.4385 -2.2702 -2.0719 -0.755
H 6.5311 -2.6329 0.9997 0.363
H 5.2402 -3.8506 0.9107 0.456
H 4.0775 -2.4075 -0.7514 0.077
H 4.5196 -1.3174 0.5702 0.248
H 6.5726 -0.6497 -0.7434 0.406
H 5.1489 -0.5487 -1.8316 0.138
H 7.2995 -1.9782 -2.6712 0.576
H 5.7533 -2.6492 -2.8377 0.283
O -6.3392 0.4097 -0.0132 -0.811
S -5.1246 0.3939 0.7709 1.304
O -4.2848 -0.7794 0.7226 -0.620
C -4.2578 1.9093 0.3554 0.298
C -4.8841 2.9651 1.2586 -0.995
C -5.0616 2.3160 2.6305 -0.072
C -5.4895 0.8529 2.4746 -0.541
H -4.2588 2.0844 -0.7150 0.606
H -3.2315 1.7639 0.7121 -0.644
H -4.2087 3.8203 1.2966 0.367
H -5.8161 3.3290 0.8194 0.411
H -5.7717 2.8952 3.2154 0.486
H -4.0771 2.3050 3.1005 -0.187
H -6.5387 0.6155 2.6333 0.508
H -4.8570 0.2336 3.1030 -0.145
C -1.2233 0.0689 -5.1285 0.098
C -2.1162 1.2268 -5.4994 0.752
C -3.1488 1.0040 -6.5684 -0.931
O -1.9858 2.3031 -4.9447 -0.492
H -1.6306 -0.5154 -4.3020 -0.271
H -0.2570 0.4764 -4.8440 -0.331
H -1.1410 -0.6167 -5.9750 0.573
H -3.8374 0.2427 -6.1810 -0.008
H -2.6909 0.6387 -7.4856 0.373
H -3.7118 1.9185 -6.7301 0.326
C 0.4685 -5.0889 3.1980 -0.659
C -0.3561 -5.0969 1.9369 0.142
C -0.3383 -3.8104 1.1147 0.463
O -0.9219 -6.0891 1.5572 -0.599
H 0.3133 -4.1972 3.8092 0.114
H 1.5156 -5.1087 2.8739 0.123
H 0.3053 -5.9875 3.7881 0.441
H -1.1946 -3.1886 1.3813 -0.013
H -0.3792 -4.0281 0.0533 0.442
H 0.5734 -3.3130 1.4553 -0.410

[3]
17
Properties=species:S:1:pos:R:3:mulliken_charge:R:1 method="wB97M-V/def2-TZVPD" e_tot_ev=-8883.972 homo_energy_ev=-7.439 orbital_gap_ha=0.240 fmax_ev_per_a=5.04 relative_energy_ev=11.184
C -0.0225 -1.8470 -1.5684 -1.344
C -0.0347 -1.0338 -0.4104 0.701
C -0.9133 0.2841 -0.5226 -0.235
N 0.4094 0.6899 -0.7441 -0.445
C 0.9813 1.0077 0.5194 -0.037
C -1.2308 -0.7551 0.3624 -0.493
C 0.0526 1.7896 1.3632 -0.445
C 0.6579 0.5401 1.7781 -0.494
H -0.8902 -2.5610 -1.5513 0.263
H -0.0869 -1.1351 -2.3907 0.323
H 0.7967 -2.4780 -1.9933 0.347
H -1.5711 0.4795 -1.4441 0.300
H 2.0411 1.2567 0.2431 0.458
H -1.1141 -1.0778 1.3763 0.391
H -1.0184 1.8334 1.0123 0.183
H 0.4445 2.8069 1.5359 0.301
H 1.4984 0.2000 2.4341 0.226

[4]
84
Properties=species:S:1:pos:R:3:mulliken_charge:R:1 method="wB97M-V/def2-TZVPD" e_tot_ev=-42074.119 homo_energy_ev=-6.367 orbital_gap_ha=0.240 fmax_ev_per_a=1.86
Rb 0.4113 -0.4834 0.0586 0.219
C 0.4655 -1.4576 4.8970 -1.585
C 0.3175 -0.3156 3.8890 0.946
C 1.6894 0.1619 3.4120 -0.859
O -0.5061 -0.6198 2.8373 -0.922
H 0.8715 -1.1384 5.8659 0.387
H 1.1596 -2.2403 4.5634 0.292
H -0.4989 -1.9273 5.0923 0.387
H -0.0739 0.5179 4.5172 -0.260
H 2.2056 -0.5412 2.7399 0.285
H 2.3402 0.5167 4.2169 0.347
H 1.5965 0.9873 2.6863 0.082
C 2.1775 -4.2618 -0.6608 -0.708
O 1.3714 -3.3312 -1.3489 -0.069
C 0.2097 -3.8520 -1.9548 -0.640
C -0.4803 -2.7213 -2.7055 -0.691
N -1.3643 -1.9105 -1.8246 0.663
C -2.5247 -2.7026 -1.3512 -0.732
C -3.5742 -3.0554 -2.4121 -0.912
O -3.8172 -1.9038 -3.1685 -0.152
C -4.8470 -2.0121 -4.1045 -0.968
H 1.5953 -4.7813 0.1174 0.339
H 2.8603 -3.6550 -0.0640 0.133
H 2.6474 -4.9936 -1.3195 0.289
H -0.4664 -4.2511 -1.1876 0.318
H 0.4407 -4.7180 -2.5871 0.411
H -1.0095 -3.0576 -3.6043 0.409
H 0.3078 -2.0687 -3.0927 0.355
H -1.8733 -1.2910 -2.4605 -0.146
H -2.9737 -2.0276 -0.6108 0.194
H -2.3139 -3.5820 -0.7416 0.450
H -4.4311 -3.4066 -1.8203 0.459
H -3.2701 -3.8717 -3.0792 0.375
H -5.0032 -1.0490 -4.5940 0.263
H -5.7738 -2.3540 -3.6368 0.372
H -4.6187 -2.6590 -4.9652 0.319
C -0.1630 1.5315 -3.1085 -0.936
O 0.6345 1.5026 -1.9308 0.494
C 1.8693 2.1514 -2.1092 -0.884
C 2.6746 2.1883 -0.8125 -0.586
N 3.1189 0.8311 -0.5209 0.148
C 4.0834 0.7002 0.5812 -0.653
C 4.7314 -0.6987 0.4729 -0.114
O 5.6372 -0.7622 -0.5947 -0.346
C 6.9271 -0.2681 -0.2759 -0.733
H 0.4355 1.2456 -3.9834 0.357
H -0.4596 2.5773 -3.2610 0.420
H -1.0391 0.8933 -3.0576 0.001
H 1.7483 3.1799 -2.4754 0.405
H 2.4851 1.6641 -2.8754 0.403
H 2.2140 2.5853 0.0974 0.153
H 3.5302 2.8776 -0.9255 0.421
H 3.6223 0.4198 -1.3035 0.199
H 3.5952 0.8479 1.5458 0.237
H 4.8698 1.4682 0.5149 0.278
H 3.9082 -1.3979 0.3329 -0.195
H 5.1994 -0.8929 1.4455 0.454
H 6.9498 0.8005 -0.0617 0.282
H 7.5501 -0.5374 -1.1279 0.264
H 7.3319 -0.8302 0.5749 0.317
C -1.1901 4.3098 4.7690 -0.641
O -0.6468 4.4772 3.4761 -0.456
C -0.5018 3.2759 2.7430 0.783
C -1.7290 2.9733 1.8920 -0.709
N -1.5613 1.6417 1.3148 0.507
C -2.6206 1.1692 0.4440 -0.161
C -2.7801 2.0123 -0.8044 -0.747
O -3.3236 1.3562 -1.9417 -0.311
C -4.6749 1.0199 -1.7317 -0.684
H -2.2493 4.0429 4.7856 0.255
H -1.0895 5.2807 5.2635 0.296
H -0.5636 3.6237 5.3483 0.258
H -0.2806 2.3923 3.3573 -0.303
H 0.3940 3.4259 2.1330 -0.236
H -1.7501 3.6968 1.0736 0.321
H -2.6162 3.0794 2.5322 0.173
H -1.3774 0.9960 2.0958 -0.100
H -3.5620 1.1475 1.0183 0.438
H -2.3212 0.1313 0.2958 -0.076
H -1.7881 2.3533 -1.1210 0.217
H -3.3053 2.9523 -0.6036 0.384
H -4.7883 0.1894 -1.0199 0.258
H -5.0462 0.6064 -2.6707 0.122
H -5.3293 1.8258 -1.3893 0.376